Record 1
A gas-phase ion, C6H11N4 (charge +1) at a distorted geometry. Source: OMol25; level of theory: ωB97M-V/def2-TZVPD.

XYZ file:
```
21
Properties=species:S:1:pos:R:3:forces:R:3:mulliken_charge:R:1
N -1.67193 0.65187 -1.98425 0.34 0.89 -0.37 -0.638
N 0.51030 0.37784 0.85009 2.59 0.85 0.95 -0.717
N -0.27233 -0.01083 -0.15462 -2.42 -1.73 0.06 0.294
N -1.78278 3.75287 -0.83393 2.39 -0.83 -0.30 -0.066
C -0.77316 0.85109 -1.14031 1.09 -0.85 1.78 0.286
C -0.76448 3.21291 -1.03364 -4.51 1.39 0.64 0.345
C 0.65253 -1.97103 1.74412 -1.73 -1.11 -1.48 -0.494
C 0.14608 2.14338 -1.16045 -0.50 -0.87 1.59 -0.276
C 1.09468 -2.62056 0.41328 0.03 1.60 -2.45 -0.950
C 0.97582 -0.49729 1.66879 -1.29 -0.60 -0.88 -0.177
H -2.71463 4.12815 -0.58612 1.12 -0.17 -0.38 0.377
H 2.00297 -2.13875 -0.03985 -0.36 -0.67 0.83 0.296
H 1.19418 -3.67862 0.41539 0.30 -0.84 0.45 0.379
H 0.88031 2.15210 -0.32835 -0.51 -0.11 -0.25 0.297
H 0.64519 2.06264 -2.06073 1.09 0.45 -2.07 0.323
H -2.12732 -0.24988 -2.01291 -0.04 -0.14 0.33 0.252
H -0.80092 -0.83783 0.18198 -0.22 0.60 -1.50 0.229
H 1.78554 -0.16874 2.23885 0.81 0.82 1.31 0.438
H 0.37096 -2.42968 -0.43442 0.41 -0.23 1.04 0.252
H -0.51196 -2.18073 1.70598 2.13 0.54 0.94 0.252
H 1.16096 -2.54892 2.55107 -0.71 1.01 -0.23 0.298
```
Positions in Å, forces in eV/Å.

Computed properties:
- ΔE to the lowest compared entry with this formula, charge and spin (eV) = 4.0783
- HOMO-LUMO gap (eV) = 8.02
- lowest unoccupied orbital energy (eV) = -4.56
- total charge = +1
- DFT total energy (a.u.) = -453.86837

---

Record 2
A gas-phase ion, C6H11N4O (charge +1) at a distorted geometry. Source: OMol25; level of theory: ωB97M-V/def2-TZVPD.

XYZ file:
```
22
Properties=species:S:1:pos:R:3:forces:R:3:mulliken_charge:R:1
O -1.24678 0.36012 1.04389 -0.07 -0.12 0.68 -0.444
N 0.97618 0.05155 0.24438 0.74 -0.27 -0.70 0.474
N 2.94914 0.13731 -0.79616 -1.42 0.75 1.36 -0.684
N -0.95362 -0.32953 -1.09293 0.97 -1.38 0.71 -0.401
N 1.69521 -0.30375 -0.85600 2.58 0.77 -0.19 0.027
C 3.01923 0.80909 0.36404 -0.89 -1.03 -0.32 -0.539
C -0.45596 -1.97772 0.87649 0.41 -0.69 -0.21 -1.158
C -0.50872 -0.45011 0.27512 0.23 -2.88 0.28 0.761
C 1.81742 0.69999 1.09008 -0.07 -0.21 -0.71 0.189
C -1.72466 1.37402 0.18700 2.88 0.64 -2.30 -0.520
C -1.99865 0.65934 -1.17850 1.70 2.61 -0.53 -0.503
H 1.61487 1.02170 2.14820 -0.25 -0.41 -1.58 0.421
H -1.04151 -1.25866 -1.47149 -0.69 0.15 -0.43 0.261
H -1.39773 -2.14826 1.51431 1.30 0.27 -1.36 0.348
H -2.98578 0.32377 -1.34052 -1.14 -0.88 0.42 0.349
H 0.43827 -2.27408 1.57595 -1.50 1.20 -1.36 0.306
H 1.56725 -0.67748 -1.82721 -1.64 0.24 1.62 0.365
H -2.55096 1.82188 0.55594 -2.61 1.23 1.53 0.460
H -0.36416 -2.75104 -0.01237 -0.49 1.60 1.74 0.306
H 3.87767 1.35040 0.61658 1.12 0.41 0.46 0.469
H -0.88955 2.16903 0.12941 -1.27 -1.06 -0.37 0.238
H -1.83716 1.39242 -2.04622 0.11 -0.94 1.25 0.275
```
Positions in Å, forces in eV/Å.

Computed properties:
- ΔE to the lowest compared entry with this formula, charge and spin (eV) = 2.0567
- HOMO-LUMO gap (eV) = 9.93
- lowest unoccupied orbital energy (eV) = -3.99
- total charge = +1
- DFT total energy (a.u.) = -529.15199

---

Record 3
A gas-phase ion, C6H11N4O2 (charge +1) at a distorted geometry. Source: OMol25; level of theory: ωB97M-V/def2-TZVPD.

XYZ file:
```
23
Properties=species:S:1:pos:R:3:forces:R:3:mulliken_charge:R:1
O 0.14850 -0.38008 0.07769 0.52 0.01 0.19 0.044
O -1.83026 -1.48190 -0.32685 0.88 -0.20 -0.04 -0.479
N -3.13033 0.96377 0.36415 -1.11 0.16 0.00 0.058
N -4.04231 -0.10330 0.07622 -0.09 -0.03 0.09 -0.666
N 1.47244 1.38066 -1.09089 0.58 0.34 0.41 -0.247
N -1.24201 -0.26317 0.06472 -1.77 -0.09 -0.02 -0.083
C 2.96095 0.67886 0.66286 0.46 -0.77 0.39 -0.450
C 0.80160 -1.52666 -0.17563 -0.98 0.33 0.30 0.034
C 3.07186 -0.69019 0.47525 -0.04 0.79 0.27 -0.072
C 2.15761 -1.63278 -0.01894 -0.52 -0.05 -0.39 -0.613
C -1.82396 0.89729 0.36806 2.45 -1.17 -0.26 -0.238
C 2.12983 1.59228 0.03300 -0.56 0.17 -0.86 -0.059
H 1.58996 0.51395 -1.59497 -0.10 0.08 -0.01 0.254
H 2.06103 2.59284 0.44178 -0.07 0.02 -0.05 0.393
H 3.65254 1.11070 1.37392 0.07 0.07 -0.07 0.364
H 0.90149 2.10040 -1.50445 0.00 -0.01 0.02 0.254
H -3.52996 1.86140 0.62064 0.03 -0.38 -0.10 0.239
H 2.53982 -2.63039 -0.17959 -0.07 -0.06 -0.05 0.383
H -4.60617 -0.32215 0.89761 0.18 0.16 -0.12 0.260
H 0.20256 -2.38282 -0.45634 -0.07 0.10 -0.02 0.471
H -4.66871 0.16223 -0.68062 0.17 0.06 0.10 0.258
H -2.80552 -1.31110 -0.27730 0.03 0.45 0.13 0.547
H 3.98907 -1.12980 0.84969 0.03 0.02 0.08 0.350
```
Positions in Å, forces in eV/Å.

Computed properties:
- ΔE to the lowest compared entry with this formula, charge and spin (eV) = 6.3685
- HOMO-LUMO gap (eV) = 7.41
- lowest unoccupied orbital energy (eV) = -4.71
- total charge = +1
- DFT total energy (a.u.) = -604.26208

---

Record 4
2 unconnected molecules or ions with the total composition C6H11N4S at a distorted geometry. Source: OMol25; level of theory: ωB97M-V/def2-TZVPD.

XYZ file:
```
22
Properties=species:S:1:pos:R:3:forces:R:3:mulliken_charge:R:1
S 0.34298 2.88674 0.42069 -0.27 -0.02 0.21 -0.110
N 3.27893 -1.21912 0.92611 2.47 -2.00 0.16 -0.557
N -1.13447 0.79749 -0.17013 0.66 1.09 0.43 -0.045
N -2.64013 -0.53042 1.39114 -0.12 -0.17 0.18 -0.646
N 1.83147 0.08457 -0.07610 -0.96 1.03 -2.69 -0.082
C 2.66696 -0.39581 -1.02352 -2.56 1.84 0.80 -0.132
C 3.58416 -1.22328 -0.38243 0.67 -1.00 2.98 -0.257
C -1.85246 -0.08093 -0.81941 -0.27 -0.67 -0.53 -0.346
C -2.87629 -0.80616 -0.02051 -0.20 -0.28 0.07 -0.356
C 2.22734 -0.43662 1.08840 0.58 -0.14 -1.22 -0.092
C -0.15494 1.60125 -0.60134 -0.45 0.27 0.22 -0.065
H -1.72717 -0.24913 -1.87702 0.12 0.11 -0.07 0.445
H -1.43636 0.81589 0.83458 0.08 0.03 -0.32 0.410
H 1.25517 3.39976 -0.40202 0.16 -0.06 -0.19 0.191
H -3.86751 -0.43782 -0.30914 0.03 -0.04 0.04 0.327
H 1.75846 -0.23485 2.02915 -0.13 0.05 0.32 0.387
H 0.16719 1.54241 -1.62738 -0.03 -0.09 -0.03 0.365
H 2.57072 -0.13023 -2.05651 0.00 0.06 -0.30 0.413
H -3.49956 -0.49374 1.92390 0.06 0.02 -0.03 0.224
H -2.04113 -1.23345 1.80994 -0.12 -0.02 0.02 0.206
H -2.86141 -1.87258 -0.28975 0.01 0.17 0.09 0.325
H 4.40805 -1.78396 -0.76867 0.27 -0.19 -0.15 0.392
```
Positions in Å, forces in eV/Å.

Computed properties:
- ΔE to the lowest compared entry with this formula, charge and spin (eV) = 4.4633
- HOMO-LUMO gap (alpha / beta) (eV) = 8.50 / 5.51
- lowest unoccupied orbital energy (alpha / beta) (eV) = -4.57 / -5.87
- total charge = +1
- DFT total energy (a.u.) = -852.06840

---

Record 5
A single C6H11N5O2 molecule at a distorted geometry. Source: OMol25; level of theory: ωB97M-V/def2-TZVPD.

XYZ file:
```
24
Properties=species:S:1:pos:R:3:forces:R:3:mulliken_charge:R:1
O -0.19553 3.24735 -0.41923 1.70 3.36 0.05 -0.096
O 1.61444 -0.07201 0.04307 -3.85 0.82 -1.77 -0.104
N -3.22381 1.77336 0.05446 -4.80 -1.13 0.78 -0.447
N -1.54659 3.47482 -0.54803 -1.29 -2.89 -0.17 -0.417
N -1.91909 -0.83066 -0.18141 -1.31 -1.71 -6.18 -0.702
N 0.36125 -0.66410 -0.19441 -2.02 1.00 0.96 -0.497
N 0.32014 2.03306 -0.12248 -8.27 0.08 -2.23 -0.153
C 2.47074 -1.05299 0.39734 1.40 -2.23 5.32 0.015
C -0.80768 0.01376 -0.17233 4.66 -3.66 0.28 0.543
C 3.57402 -0.18762 0.83392 7.25 -5.35 -6.64 -1.319
C -2.14114 2.20613 -0.49984 8.27 3.06 1.81 0.330
C -0.96797 1.38843 -0.26410 5.00 0.72 0.45 0.249
C -1.39791 -2.33695 -0.48883 -3.47 -1.47 3.67 -0.697
H -1.24163 -2.64397 0.69994 0.13 0.17 -3.54 0.232
H -0.49982 -2.27612 -1.06219 0.28 -0.31 -0.12 0.351
H 4.03913 -0.02059 -0.29075 -0.89 1.39 2.79 0.230
H 2.92707 -1.76560 -0.29545 -1.16 -0.11 -0.46 0.291
H 3.39696 0.54589 1.42439 -1.47 5.16 3.29 0.432
H 2.17564 -1.59113 1.44567 -0.28 0.59 -2.69 0.179
H -2.30550 -0.53478 -1.24696 0.45 -1.05 3.34 0.358
H -3.82210 2.50305 0.59175 1.11 -2.55 -1.40 0.256
H -2.21642 -3.19119 -0.98674 1.93 3.22 1.50 0.270
H -3.14792 0.67519 0.07885 -1.41 2.76 0.99 0.369
H 4.55374 -0.69331 1.20339 -1.97 0.12 -0.05 0.329
```
Positions in Å, forces in eV/Å.

Computed properties:
- ΔE to the lowest compared entry with this formula, charge and spin (eV) = 11.0024
- HOMO-LUMO gap (eV) = 8.39
- lowest unoccupied orbital energy (eV) = -0.03
- total charge = 0
- DFT total energy (a.u.) = -659.07386

---

Record 6
A gas-phase ion, C6H11NO (charge -1) at a distorted geometry. Source: OMol25; level of theory: ωB97M-V/def2-TZVPD.

XYZ file:
```
19
Properties=species:S:1:pos:R:3:forces:R:3:mulliken_charge:R:1
O 1.59787 1.34028 -2.48275 -0.23 0.87 -0.13 -0.617
N -0.75104 1.14534 -0.86744 -0.78 -0.26 0.35 -0.855
C -0.93268 0.10311 2.26625 -0.51 -0.59 0.95 -1.072
C -0.60416 -0.85602 1.39082 0.10 1.68 -0.11 0.948
C 0.56332 -0.67183 0.40838 -0.91 -1.06 0.34 -1.081
C -1.54352 -1.98013 1.11539 0.75 -1.46 -0.64 -1.512
C 0.53699 0.64392 -0.36743 0.39 2.03 0.30 0.233
C 1.50958 0.57832 -1.48145 1.01 -1.51 -0.61 -0.319
H 0.50620 -1.48710 -0.33616 0.10 0.24 0.21 0.326
H -1.55345 -2.08026 0.02303 -0.57 0.09 0.01 0.345
H -1.12837 0.59935 -1.63764 0.41 -0.15 -0.11 0.442
H -0.38573 1.00952 2.50726 0.26 -0.23 -0.41 0.379
H 0.80600 1.51663 0.37196 -0.10 -1.17 -0.56 0.022
H 2.27843 -0.25250 -1.44712 -0.51 0.30 0.53 0.258
H -2.55316 -2.01962 1.53174 0.17 0.70 0.05 0.393
H -1.09362 -2.94268 1.40292 0.13 0.09 0.14 0.316
H -1.44472 1.09951 -0.12163 0.09 0.10 0.02 0.216
H 1.52293 -0.79403 0.91577 0.03 0.16 0.03 0.283
H -1.80072 -0.06986 2.92093 0.17 0.16 -0.37 0.296
```
Positions in Å, forces in eV/Å.

Computed properties:
- ΔE to the lowest compared entry with this formula, charge and spin (eV) = 1.1176
- 2S+1 = 2
- HOMO-LUMO gap (alpha / beta) (eV) = 3.30 / 6.95
- lowest unoccupied orbital energy (alpha / beta) (eV) = 3.70 / 3.52
- total charge = -1
- DFT total energy (a.u.) = -365.13309

---

Record 7
A single C6H11NO molecule at a distorted geometry. Source: OMol25; level of theory: ωB97M-V/def2-TZVPD.

XYZ file:
```
19
Properties=species:S:1:pos:R:3:forces:R:3:mulliken_charge:R:1
O -2.02270 0.02558 -0.33940 -1.62 -1.23 0.75 -0.429
N 1.18459 -1.53329 0.15074 -3.44 2.09 0.83 -0.481
C -1.41713 1.19906 0.17037 -0.56 0.93 1.19 -0.448
C 1.32191 1.04399 -0.12612 -1.04 3.07 0.58 -0.264
C 0.06292 1.56691 -0.02591 2.27 -0.42 -0.22 -0.296
C -1.69078 -1.46910 0.26454 3.70 5.34 1.63 -0.284
C -0.17335 -1.15598 -0.34809 -1.36 -0.19 -0.95 0.403
C 1.94883 -0.25058 0.11208 -0.33 -2.09 -1.25 -0.770
H 2.70302 -0.39646 -0.61466 1.28 0.10 -0.65 0.381
H 2.03219 1.96049 -0.16589 -0.45 -2.22 -0.15 0.192
H -0.46997 -1.11782 -1.56093 1.55 -0.50 2.99 0.205
H 2.36161 -0.17431 1.04826 1.59 0.33 2.26 0.306
H -0.05476 -0.10702 -0.06728 -1.29 -2.41 -0.58 -0.160
H -1.72199 1.38394 1.24894 0.70 -0.50 -0.74 0.234
H 0.34413 2.58066 -0.17640 -1.71 1.47 0.14 0.295
H -1.74734 -1.41444 1.50767 -0.08 -0.39 -3.58 0.228
H 1.54258 -2.13898 -0.48592 1.71 -2.24 -1.93 0.275
H -2.34899 -2.10023 -0.29585 -0.28 -0.30 0.09 0.253
H -1.85476 2.09756 -0.29616 -0.62 -0.83 -0.39 0.360
```
Positions in Å, forces in eV/Å.

Computed properties:
- ΔE to the lowest compared entry with this formula, charge and spin (eV) = 7.3018
- HOMO-LUMO gap (eV) = 9.73
- lowest unoccupied orbital energy (eV) = 0.98
- total charge = 0
- DFT total energy (a.u.) = -364.96313

---

Record 8
A molecular structure, C6H11NO at a distorted geometry. Source: OMol25; level of theory: ωB97M-V/def2-TZVPD.

XYZ file:
```
19
Properties=species:S:1:pos:R:3:forces:R:3:mulliken_charge:R:1
O -2.73567 -1.14182 0.05846 2.70 2.43 2.93 -0.415
N 3.15319 -0.27360 -0.55306 -2.81 1.08 -0.75 -0.546
C 0.26758 -1.26742 -0.74448 0.62 0.76 0.16 -1.102
C -1.53900 0.90015 1.16615 -0.84 -1.55 -2.27 -0.350
C 0.68698 0.12908 -0.19667 1.40 -0.35 -0.10 0.472
C -0.57332 1.06237 -0.00288 1.54 -2.84 -0.99 -0.798
C 2.01255 0.46093 0.06664 -1.85 -1.25 -1.07 -0.360
C -2.67938 0.06535 0.86438 -0.76 4.48 -1.19 -0.510
H 3.20914 0.04713 -1.56326 0.41 -0.60 1.98 0.240
H -0.12037 2.02461 -0.26608 -1.02 0.42 0.85 0.441
H -1.29154 1.52103 2.02271 -1.28 0.00 0.08 0.396
H -3.66300 0.52664 0.70419 -0.23 -0.26 2.02 0.354
H 3.96745 -0.11904 -0.00680 0.90 0.27 -0.11 0.240
H 0.21088 -1.81702 0.22592 0.29 -0.52 -1.11 0.193
H -1.19597 0.67594 -0.85045 0.67 1.01 0.26 0.272
H -0.73679 -1.30061 -1.18048 0.21 0.37 0.27 0.331
H -2.13911 -1.06831 1.00914 0.04 -3.55 -1.56 0.448
H 0.92393 -1.67291 -1.54669 -0.01 -0.02 1.18 0.365
H 2.24243 1.24750 0.79326 0.02 0.12 -0.58 0.327
```
Positions in Å, forces in eV/Å.

Computed properties:
- ΔE to the lowest compared entry with this formula, charge and spin (eV) = 7.1130
- HOMO-LUMO gap (eV) = 8.13
- lowest unoccupied orbital energy (eV) = 0.05
- total charge = 0
- DFT total energy (a.u.) = -364.97007